1.
The following is a DFT calculation (ωB97M-V/def2-TZVPD) of an isolated molecule of C21H31N3O2.

The structure (SMILES) is CC(=O)Nc1cccc(C(=O)NCC2(N3CCCCC3)CCCCC2)c1. As for the LUMO energy: 0.591 eV. For the relative energy (zero: lowest compared OMol25 entry of this formula, charge and spin), the calculation gives 78.5 kJ/mol.

Geometry as XYZ:
```
57
Properties=species:S:1:pos:R:3:forces:R:3
C 3.868991 -4.927526 -0.880638 0.108 0.225 -0.010
C 2.848462 -3.915730 -0.400387 0.228 -0.409 -0.166
O 3.063895 -2.726109 -0.357189 0.052 0.280 0.029
N 1.672748 -4.503879 -0.031833 -0.190 -0.422 0.047
C 0.500593 -3.901292 0.441173 -0.241 0.180 0.047
C -0.644669 -4.688813 0.546157 0.121 0.081 -0.006
C -1.823330 -4.139458 1.014193 0.066 -0.008 -0.013
C -1.872928 -2.805623 1.373658 0.006 0.235 0.053
C -0.736208 -2.009530 1.268936 -0.240 -0.519 0.008
C -0.864777 -0.576213 1.679778 0.141 0.027 0.023
O -1.773478 -0.197910 2.401039 -0.185 -0.058 0.036
N 0.078276 0.256339 1.194526 0.271 0.083 -0.192
C 0.047698 1.676134 1.422407 -0.350 0.455 0.093
C -0.368067 2.501314 0.169238 -0.003 -0.125 0.347
N 0.651927 2.225459 -0.852051 0.091 -0.007 -0.087
C 1.475354 3.253943 -1.442989 -0.053 0.307 -0.083
C 0.908730 3.806398 -2.758431 0.274 -0.169 0.031
C 0.781136 2.665323 -3.762387 -0.282 0.102 0.045
C -0.069983 1.552043 -3.159538 0.242 -0.073 0.065
C 0.488822 1.133842 -1.789052 -0.231 -0.149 -0.243
C -1.789847 2.130965 -0.298019 0.022 -0.067 0.218
C -2.882056 2.480323 0.709585 -0.060 0.147 -0.140
C -2.853883 3.964659 1.044780 0.050 -0.154 0.207
C -1.479836 4.344548 1.578428 -0.080 0.096 -0.214
C -0.380578 3.986430 0.578029 0.054 -0.174 0.161
C 0.453924 -2.562606 0.812229 0.014 0.158 0.029
H 4.786365 -4.409824 -1.144386 -0.022 0.015 0.007
H 4.079120 -5.651349 -0.095922 0.017 -0.091 0.032
H 3.493343 -5.455430 -1.754957 -0.018 -0.079 -0.056
H 1.604373 -5.503788 -0.163391 0.122 0.196 0.006
H -0.605365 -5.732287 0.264638 0.006 -0.101 -0.041
H -2.705136 -4.756842 1.097627 -0.068 -0.046 0.000
H -2.781888 -2.358223 1.744724 -0.063 0.038 0.039
H 0.789420 -0.084879 0.569927 -0.095 -0.096 0.026
H -0.649752 1.839847 2.242782 0.125 -0.015 0.036
H 1.047529 2.003954 1.722068 -0.097 0.074 -0.020
H 1.655656 4.059911 -0.736209 0.060 -0.035 0.000
H 2.448546 2.792952 -1.663888 0.043 0.118 0.005
H 1.569349 4.584244 -3.146074 -0.002 0.081 -0.011
H -0.073197 4.250844 -2.582295 -0.048 0.076 0.041
H 0.337265 3.020216 -4.695659 0.083 -0.036 -0.035
H 1.777105 2.276928 -3.990450 0.066 -0.008 -0.059
H -0.077923 0.681965 -3.819333 -0.059 -0.046 -0.023
H -1.098464 1.899105 -3.052311 -0.061 -0.029 0.010
H -0.144345 0.355667 -1.366385 0.089 -0.020 -0.002
H 1.485888 0.698924 -1.952313 -0.057 -0.110 -0.028
H -1.988238 2.672279 -1.225817 0.024 -0.028 -0.085
H -1.854196 1.063061 -0.507480 0.033 -0.028 -0.135
H -2.757103 1.884124 1.613709 -0.053 -0.037 0.037
H -3.850408 2.216175 0.277569 -0.004 -0.068 0.048
H -3.621188 4.199119 1.784881 -0.048 0.061 -0.038
H -3.068041 4.546702 0.144105 -0.042 0.067 -0.039
H -1.307423 3.841376 2.530136 0.007 0.024 0.098
H -1.436988 5.420452 1.766164 0.048 -0.033 0.080
H 0.581784 4.253306 1.018938 0.079 0.053 -0.097
H -0.530373 4.593452 -0.316499 0.090 0.058 -0.074
H 1.360825 -1.985014 0.755240 0.021 0.002 -0.010
```
Positions in Å, forces in eV/Å.



2.
The following is a DFT calculation (ωB97M-V/def2-TZVPD) of an isolated molecule of C21H31N3O3.

The structure (SMILES) is COc1ccccc1CN1CCNC(=O)[C@H]1CC(=O)NC1CCCCCC1. As for the LUMO energy: 0.635 eV. For the relative energy (zero: lowest compared OMol25 entry of this formula, charge and spin), the calculation gives 127.4 kJ/mol.

Geometry as XYZ:
```
58
Properties=species:S:1:pos:R:3:forces:R:3
C -5.745068 -2.631372 1.476906 -0.220 -0.162 0.035
O -4.629566 -1.787252 1.344849 0.306 0.270 -0.140
C -4.564613 -0.955617 0.259134 0.068 0.168 -0.145
C -5.540555 -0.884641 -0.726285 -0.101 -0.267 0.250
C -5.402192 0.003320 -1.781094 0.089 0.108 -0.079
C -4.298013 0.828494 -1.859848 -0.106 0.021 -0.146
C -3.321720 0.758575 -0.878874 -0.131 -0.035 0.136
C -3.434905 -0.128272 0.179301 -0.085 0.061 0.163
C -2.366759 -0.208807 1.241146 -0.214 -0.041 -0.161
N -1.589494 -1.446427 1.132976 0.072 -0.254 0.145
C -1.642460 -2.284903 2.307502 0.019 -0.352 0.055
C -1.109421 -3.658666 1.923301 -0.444 0.206 0.165
N 0.240523 -3.505377 1.437770 0.105 -0.412 0.125
C 0.711209 -2.399786 0.847260 -0.065 -0.015 0.190
O 1.866931 -2.331123 0.454158 0.268 0.113 -0.199
C -0.232109 -1.214863 0.682525 0.107 0.159 -0.131
C -0.223937 -0.806331 -0.810079 0.024 0.291 0.015
C 0.576071 0.475377 -1.012400 0.020 -0.693 -0.010
O 0.063368 1.530844 -1.334416 -0.339 0.486 -0.124
N 1.884707 0.309561 -0.768825 0.390 -0.042 -0.009
C 2.857534 1.382632 -0.832582 -0.005 -0.083 0.012
C 3.904670 1.035615 -1.896075 -0.149 0.344 -0.178
C 4.783262 2.208598 -2.321790 0.175 -0.261 0.173
C 5.508525 2.916358 -1.177331 -0.120 0.256 -0.221
C 4.569621 3.766324 -0.318872 0.158 -0.066 0.192
C 3.916395 3.022310 0.849285 0.038 -0.034 -0.085
C 3.492978 1.582941 0.549154 -0.142 0.253 0.026
H -5.588088 -3.189085 2.399837 -0.055 0.015 -0.067
H -5.820613 -3.334793 0.641200 -0.002 0.048 0.023
H -6.676950 -2.061873 1.557000 0.048 -0.026 -0.021
H -6.415969 -1.513716 -0.684548 -0.060 -0.066 0.040
H -6.170214 0.044531 -2.539514 -0.057 0.002 -0.055
H -4.191012 1.523117 -2.678417 0.011 0.065 -0.082
H -2.453473 1.398959 -0.942587 0.153 0.041 0.019
H -2.846774 -0.170767 2.223849 0.127 0.028 -0.001
H -1.711887 0.664217 1.147573 -0.026 -0.014 0.053
H -2.682463 -2.371639 2.619921 0.078 0.007 0.030
H -1.044198 -1.881101 3.146232 -0.069 -0.033 -0.013
H -1.104405 -4.329008 2.786270 0.014 0.067 -0.053
H -1.749622 -4.085845 1.142324 -0.022 0.015 0.147
H 0.873573 -4.291073 1.490174 0.036 0.177 -0.078
H 0.240232 -0.399874 1.272592 -0.048 -0.182 -0.074
H -1.247886 -0.648744 -1.140779 0.157 0.024 -0.017
H 0.219224 -1.599466 -1.414195 -0.051 0.000 0.006
H 2.202431 -0.603130 -0.453491 -0.155 -0.013 -0.004
H 2.294857 2.273586 -1.128460 0.072 -0.063 0.017
H 3.382274 0.660297 -2.779535 0.007 -0.057 0.037
H 4.531129 0.224878 -1.514882 0.011 -0.090 0.013
H 5.525253 1.832245 -3.030804 -0.044 0.040 -0.068
H 4.169155 2.941076 -2.850957 0.006 0.041 -0.066
H 6.263122 3.572445 -1.618437 0.057 -0.054 0.052
H 6.033628 2.189148 -0.556786 0.141 -0.058 0.045
H 5.124518 4.611708 0.095127 -0.073 0.057 -0.053
H 3.794553 4.182322 -0.964907 -0.014 0.087 -0.037
H 3.041313 3.594387 1.165314 0.001 -0.010 0.094
H 4.609756 2.997762 1.693706 -0.034 0.064 0.043
H 2.772090 1.277376 1.311765 0.048 -0.052 -0.022
H 4.351461 0.914550 0.638619 0.025 -0.080 0.035
```
Positions in Å, forces in eV/Å.



3.
The following is a DFT calculation (ωB97M-V/def2-TZVPD) of an isolated molecule of C21H31N3O5.

The structure (SMILES) is NCCCC[C@H](N[C@@H](CCc1ccccc1)C(=O)O)C(=O)N1CCC[C@H]1C(=O)O. As for the LUMO energy: 0.744 eV. For the relative energy (zero: lowest compared OMol25 entry of this formula, charge and spin), the calculation gives 18.7 kJ/mol.

Geometry as XYZ:
```
60
Properties=species:S:1:pos:R:3:forces:R:3
N 0.467539 0.898587 -5.539881 0.017 0.176 -0.121
C 0.534594 -0.559897 -5.406752 -0.137 -0.414 -0.079
C -0.467964 -1.082988 -4.376094 0.433 0.100 0.068
C -0.043790 -0.823851 -2.929655 -0.399 -0.003 -0.100
C -1.185191 -1.084086 -1.946176 0.355 0.056 0.090
C -1.000706 -0.379209 -0.588880 -0.350 -0.153 -0.168
N -2.117667 -0.785366 0.252964 -0.234 -0.023 -0.055
C -2.024874 -0.474248 1.676021 0.122 -0.194 0.012
C -0.905442 -1.264782 2.353929 -0.363 0.288 0.066
C -1.096606 -1.317407 3.873401 0.192 -0.033 -0.256
C 0.008544 -2.112041 4.508705 -0.112 0.068 0.108
C 1.220679 -1.508947 4.819606 -0.024 -0.007 0.000
C 2.253458 -2.244708 5.372419 0.096 0.028 0.008
C 2.087756 -3.596898 5.619931 0.078 -0.069 0.041
C 0.884988 -4.207945 5.310257 0.027 -0.103 0.009
C -0.145992 -3.469542 4.756554 -0.008 0.038 -0.003
C -1.848624 1.027530 1.866674 0.139 0.042 0.256
O -0.792859 1.599312 1.978666 0.093 0.012 0.073
O -3.018046 1.662289 1.828219 -0.636 0.121 0.041
C -1.047868 1.128102 -0.872125 0.315 -0.092 0.175
O -2.118788 1.645021 -1.159066 -0.245 -0.009 -0.206
N 0.098055 1.827193 -0.856743 -0.007 0.382 -0.055
C 1.381436 1.428921 -0.307431 0.302 -0.340 0.292
C 2.314213 2.600286 -0.621922 0.067 -0.032 0.001
C 1.370445 3.796269 -0.727082 0.018 -0.127 -0.108
C 0.127078 3.187705 -1.372358 -0.367 0.153 -0.234
C 0.227314 3.107091 -2.902983 -0.222 0.182 0.203
O -0.392815 3.802353 -3.663049 -0.169 0.246 -0.144
O 1.060270 2.152046 -3.279698 0.550 -0.165 -0.077
H -0.487064 1.187098 -5.735110 0.077 0.060 -0.085
H 1.049569 1.204259 -6.312913 -0.139 0.033 -0.018
H 1.552712 -0.812936 -5.098832 -0.034 -0.083 -0.041
H 0.338413 -1.055969 -6.368914 0.105 0.083 0.127
H -0.601905 -2.155338 -4.531317 -0.089 -0.010 -0.057
H -1.431896 -0.601255 -4.557405 -0.109 -0.040 -0.041
H 0.270275 0.212255 -2.845641 0.107 -0.013 0.035
H 0.813417 -1.454042 -2.682661 0.099 0.020 0.016
H -1.307761 -2.153034 -1.766177 -0.051 0.000 0.051
H -2.119134 -0.708590 -2.370680 -0.066 -0.013 0.023
H -0.068779 -0.686882 -0.117599 0.042 0.026 -0.019
H -2.954154 -0.346569 -0.129022 0.073 -0.065 0.013
H -2.991314 -0.755105 2.109136 0.137 0.047 -0.009
H -0.901942 -2.275574 1.943992 -0.007 -0.006 -0.037
H 0.056528 -0.797233 2.138618 0.050 -0.053 -0.035
H -1.095114 -0.298066 4.265421 -0.060 0.009 0.073
H -2.062025 -1.773583 4.101780 -0.031 0.041 0.035
H 1.351092 -0.453015 4.629554 0.008 0.135 -0.018
H 3.189826 -1.762295 5.612997 0.068 0.040 0.021
H 2.892542 -4.171849 6.054016 0.058 -0.041 0.035
H 0.749095 -5.262573 5.501700 -0.011 -0.078 0.017
H -1.083945 -3.950653 4.517550 -0.115 -0.043 -0.021
H -2.897589 2.625062 1.802914 0.262 -0.183 -0.017
H 1.740095 0.502277 -0.760309 0.014 0.015 0.032
H 1.272765 1.291722 0.773571 0.077 -0.086 -0.088
H 3.070639 2.735124 0.148386 0.036 -0.040 0.013
H 2.808212 2.433408 -1.578280 0.029 0.006 0.075
H 1.781607 4.612687 -1.317495 -0.006 0.066 0.032
H 1.115380 4.166478 0.266146 -0.047 0.041 -0.012
H -0.798476 3.714610 -1.126497 0.180 -0.079 -0.107
H 0.919793 1.838790 -4.234379 -0.188 0.080 0.170
```
Positions in Å, forces in eV/Å.



4.
The following is a DFT calculation (ωB97M-V/def2-TZVPD) of an isolated molecule of C21H31N3OS.

The structure (SMILES) is C=CCn1c(CCc2cc(C(C)(C)C)c(O)c(C(C)(C)C)c2)n[nH]c1=S. As for the LUMO energy: 0.561 eV. For the relative energy (zero: lowest compared OMol25 entry of this formula, charge and spin), the calculation gives 165.0 kJ/mol.

Geometry as XYZ:
```
57
Properties=species:S:1:pos:R:3:forces:R:3
C -1.796232 -0.148074 1.485648 0.043 0.056 0.027
C -2.418986 -1.089559 2.166670 -0.130 -0.230 -0.010
C -2.980769 -2.358364 1.589436 -0.081 0.079 0.437
N -2.672198 -2.549835 0.200829 -0.186 0.036 -0.836
C -1.500955 -2.962755 -0.378709 -0.061 -0.070 -0.265
C -0.285321 -3.345437 0.384483 0.268 -0.204 -0.098
C 0.991892 -2.848768 -0.312547 -0.177 0.063 0.142
C 1.042339 -1.346790 -0.292689 0.100 -0.088 -0.147
C 0.523228 -0.609125 -1.338207 0.171 0.004 0.211
C 0.476118 0.779466 -1.319295 0.046 0.242 0.143
C -0.165069 1.451853 -2.534199 -0.080 0.110 -0.240
C 0.692789 1.131566 -3.768253 -0.106 0.036 0.136
C -0.308130 2.972982 -2.452624 0.019 -0.050 -0.042
C -1.580268 0.879541 -2.724412 0.169 0.051 0.012
C 1.024717 1.434805 -0.205692 -0.025 -0.475 -0.032
O 1.019893 2.797611 -0.199967 0.120 0.277 0.218
C 1.571733 0.710110 0.872443 0.034 -0.012 0.152
C 2.190286 1.411151 2.088367 0.075 0.026 0.127
C 3.416669 2.241102 1.658481 -0.109 -0.076 0.083
C 2.718483 0.412842 3.130363 -0.085 0.135 -0.183
C 1.144359 2.266051 2.831960 0.128 -0.066 -0.052
C 1.552523 -0.674666 0.804502 -0.059 0.085 -0.196
N -1.608478 -2.992143 -1.669391 0.766 -0.268 -0.130
N -2.869499 -2.577047 -1.943732 -0.100 0.051 0.977
C -3.563650 -2.290539 -0.815713 0.043 -0.093 -0.278
S -5.115141 -1.780889 -0.678039 -0.796 0.307 -0.016
H -1.440881 0.748328 1.960554 0.048 0.188 0.175
H -1.608871 -0.221051 0.427915 0.022 -0.076 -0.264
H -2.597347 -0.986634 3.228470 0.012 0.103 0.142
H -2.634419 -3.224282 2.164538 -0.051 0.053 -0.093
H -4.076738 -2.318354 1.655679 0.188 -0.123 -0.018
H -0.253416 -4.435934 0.469067 -0.048 0.027 0.106
H -0.342838 -2.919408 1.387445 -0.010 -0.043 0.006
H 1.856081 -3.261109 0.211108 0.006 -0.046 -0.066
H 0.992410 -3.213276 -1.339310 0.092 -0.056 0.011
H 0.138709 -1.148457 -2.188632 -0.059 -0.002 -0.113
H 1.697001 1.529320 -3.637490 0.123 0.036 -0.023
H 0.770230 0.060914 -3.936454 0.022 -0.127 -0.044
H 0.254878 1.586446 -4.654254 -0.052 0.054 -0.126
H -0.900378 3.265821 -1.591003 -0.041 0.103 0.051
H -0.812423 3.328828 -3.349886 -0.067 -0.034 -0.115
H 0.659842 3.459389 -2.391877 0.009 0.100 -0.001
H -1.565239 -0.189484 -2.915370 -0.027 -0.139 -0.002
H -2.185212 1.062011 -1.838046 -0.107 -0.005 0.086
H -2.064037 1.363495 -3.570118 -0.059 0.062 -0.108
H 1.437333 3.118564 0.605235 -0.069 -0.080 -0.129
H 4.143819 1.582933 1.186276 0.068 -0.005 -0.065
H 3.202906 3.041829 0.955422 0.030 0.087 -0.093
H 3.882179 2.689304 2.534794 0.040 0.062 0.074
H 3.515504 -0.203223 2.721734 0.078 -0.109 -0.018
H 3.124648 0.966680 3.974773 0.033 0.060 0.066
H 1.924714 -0.228336 3.505913 -0.062 -0.103 0.036
H 0.444408 1.607195 3.343079 -0.098 -0.014 0.023
H 1.636689 2.881027 3.583629 0.032 0.054 0.091
H 0.557021 2.921917 2.194878 -0.092 0.076 -0.040
H 1.951172 -1.266048 1.610895 0.088 -0.042 0.170
H -3.208078 -2.513493 -2.888680 -0.035 0.019 0.140
```
Positions in Å, forces in eV/Å.



Number 1: HOMO level -7.683 eV. Number 2: HOMO level -8.458 eV. Number 3: HOMO level -8.901 eV. Number 4: HOMO level -7.835 eV.